(1)
14
Properties=species:S:1:pos:R:3:lowdin_charge:R:1 method="wB97M-V/def2-TZVPD" smiles="CN([O-])CCN=O" e_above_lowest_kj_mol=658.6 homo_lumo_gap_ev="6.334 / 6.333" charge=-1 energy_ev=-10294.809 largest_force_ev_per_a=3.3
C 1.204 -1.055 0.628 -0.127
N 0.458 -0.928 -0.648 -0.305
O -0.853 -1.389 -0.526 -0.222
C 0.356 0.512 -0.973 -0.210
C -0.744 1.034 -0.131 -0.251
N -1.383 -0.012 0.656 -0.220
O -2.647 0.029 0.692 -0.226
H 1.358 -2.069 0.936 0.052
H 2.154 -0.403 0.642 0.085
H 0.594 -0.562 1.378 0.047
H 0.272 0.549 -2.029 0.088
H 1.246 0.973 -0.481 0.094
H -0.417 1.853 0.527 0.104
H -1.597 1.468 -0.671 0.092

(2)
14
Properties=species:S:1:pos:R:3:lowdin_charge:R:1 method="wB97M-V/def2-TZVPD" e_above_lowest_kj_mol=277.0 homo_lumo_gap_ev=10.229 charge=+1 energy_ev=-10289.940 largest_force_ev_per_a=5.2
C 1.933 0.118 -0.964 -0.102
C -2.690 0.123 0.103 -0.237
C -3.677 0.063 0.867 0.052
N 0.801 -0.167 -0.372 -0.024
N 3.086 0.247 -0.299 0.175
O -1.666 0.286 -0.476 0.088
O 0.831 -0.058 0.956 0.069
H 1.882 0.426 -2.005 0.167
H -4.807 0.231 0.641 0.145
H -0.119 -0.179 -0.909 0.159
H -3.475 -0.418 1.810 0.089
H 4.027 0.389 -0.647 0.137
H 3.111 -0.234 0.659 0.169
H -0.079 0.016 1.221 0.112